No. 1
A 13-piece molecular cluster, C28H42FN13O2PS2 overall in a non-equilibrium geometry, computed with ωB97M-V with the def2-TZVPD basis set.

2S+1   1
Total charge   +1

Geometry as XYZ:
```
89
C28H42FN13O2PS2 (ωB97M-V with the def2-TZVPD basis set)
C -2.98 -0.80 -0.20
C -2.28 -1.87 -0.59
P -0.88 -2.43 0.35
S -0.37 -4.31 -0.28
S -1.36 -2.57 2.32
C 0.52 -1.20 -0.01
O 0.40 -0.66 -1.06
N 1.54 -0.89 0.91
C 2.12 -1.92 1.68
O 2.90 -2.71 1.30
F 1.72 -1.85 2.97
H -3.95 -0.59 -0.62
H -2.61 -0.12 0.56
H -2.55 -2.44 -1.47
H -1.18 -4.93 0.60
H -1.38 -1.29 2.74
H 1.25 -0.11 1.51
C 2.32 -0.54 -3.94
C 2.78 0.64 -4.67
N 3.11 1.58 -5.24
H 3.13 -0.96 -3.35
H 1.50 -0.26 -3.28
H 1.97 -1.29 -4.65
C 6.12 3.46 -5.76
C 6.49 4.66 -6.50
N 6.78 5.60 -7.08
H 6.99 3.07 -5.23
H 5.33 3.69 -5.05
H 5.76 2.69 -6.45
C -4.60 -3.84 4.56
C -4.32 -2.48 4.10
N -4.11 -1.42 3.73
H -3.71 -4.45 4.47
H -4.89 -3.81 5.61
H -5.41 -4.27 3.98
C 1.02 4.07 -6.68
C -0.41 4.34 -6.63
N -1.53 4.56 -6.58
H 1.31 3.73 -7.68
H 1.58 4.97 -6.44
H 1.27 3.29 -5.97
C 0.10 -0.34 6.14
C -1.00 -1.25 5.84
N -1.87 -1.96 5.60
H 0.52 -0.56 7.11
H 0.88 -0.44 5.39
H -0.26 0.69 6.13
C -2.19 3.69 1.27
C -1.37 2.50 1.41
N -0.71 1.57 1.52
H -2.81 3.82 2.15
H -1.56 4.56 1.12
H -2.83 3.58 0.39
C 0.90 -4.87 6.40
C -0.22 -5.74 6.07
N -1.10 -6.42 5.78
H 1.29 -5.11 7.39
H 1.69 -4.99 5.66
H 0.57 -3.83 6.40
C -2.75 1.34 -7.27
C -3.80 0.34 -7.46
N -4.61 -0.45 -7.59
H -2.20 1.13 -6.36
H -2.07 1.33 -8.12
H -3.19 2.34 -7.19
C 4.67 -6.85 7.23
C 4.25 -5.45 7.31
N 3.94 -4.35 7.39
H 5.24 -7.12 8.12
H 3.79 -7.49 7.15
H 5.29 -6.99 6.35
C -6.35 1.29 -10.01
C -6.09 2.40 -10.92
N -5.87 3.27 -11.63
H -5.44 1.00 -9.49
H -7.10 1.57 -9.28
H -6.72 0.43 -10.57
C 2.15 3.20 -0.32
C 0.97 3.90 -0.81
N 0.03 4.44 -1.19
H 2.59 2.61 -1.13
H 2.89 3.93 0.02
H 1.88 2.55 0.50
C 1.39 3.71 8.28
C 1.75 2.81 7.19
N 2.04 2.10 6.34
H 2.09 3.58 9.11
H 1.44 4.74 7.94
H 0.38 3.49 8.63
```



No. 2
C28H42GaN3P2 as an isolated structure in a non-equilibrium geometry, computed with ωB97M-V with the def2-TZVPD basis set.

2S+1   1
Total charge   +2

Geometry as XYZ:
```
76
C28H42GaN3P2 (ωB97M-V with the def2-TZVPD basis set)
Ga 0.10 -0.35 -0.07
C 2.80 -2.42 -1.90
C 3.27 -0.97 -2.00
C 3.97 -0.70 -3.33
P 1.80 0.15 -1.72
C 0.83 0.63 -3.24
C 1.56 1.60 -4.17
C 0.34 -0.63 -3.96
C 2.24 1.63 -0.81
C 3.54 2.13 -0.80
C 3.86 3.19 0.03
C 2.90 3.69 0.90
C 1.62 3.19 0.91
C 1.23 2.19 0.01
N -0.03 1.61 -0.05
C -1.17 2.19 0.46
C -1.33 3.57 0.64
C -2.46 4.08 1.25
C -3.46 3.24 1.71
C -3.39 1.89 1.44
C -2.29 1.36 0.77
P -2.36 -0.31 0.06
C -3.47 -0.13 -1.45
C -2.74 0.60 -2.57
C -4.77 0.59 -1.13
C -3.01 -1.79 0.99
C -2.01 -2.26 2.04
C -4.41 -1.69 1.58
H 3.66 -3.08 -1.89
H 2.18 -2.69 -2.75
H 2.23 -2.59 -0.98
H 3.95 -0.73 -1.17
H 3.33 -0.99 -4.17
H 4.87 -1.29 -3.38
H 4.24 0.35 -3.44
H -0.02 1.17 -2.80
H 2.36 1.12 -4.72
H 1.97 2.44 -3.61
H 0.85 1.99 -4.89
H 1.15 -1.13 -4.47
H -0.41 -0.37 -4.71
H -0.10 -1.33 -3.24
H 4.29 1.71 -1.45
H 4.86 3.60 0.01
H 3.17 4.48 1.58
H 0.91 3.57 1.62
H -0.57 4.23 0.27
H -2.55 5.15 1.37
H -4.31 3.64 2.23
H -4.19 1.24 1.74
H -3.68 -1.16 -1.77
H -2.42 1.59 -2.24
H -3.41 0.73 -3.41
H -1.88 0.03 -2.91
H -4.60 1.64 -0.94
H -5.29 0.16 -0.27
H -5.44 0.50 -1.98
H -3.03 -2.55 0.19
H -2.01 -1.62 2.92
H -1.00 -2.31 1.62
H -2.27 -3.26 2.38
H -4.48 -0.88 2.30
H -4.64 -2.62 2.10
H -5.16 -1.57 0.80
C 3.32 -1.09 1.99
C 2.11 -0.47 2.55
N 0.93 -0.34 1.96
C 0.08 0.24 2.88
C 0.76 0.45 4.03
N 2.03 0.01 3.81
H 3.09 -1.51 1.01
H 3.66 -1.89 2.65
H 4.13 -0.37 1.90
H -0.93 0.49 2.64
H 0.46 0.85 4.98
H 2.79 0.06 4.47
```



No. 3
A 12-piece molecular cluster, C28H42N12O7 overall in a non-equilibrium geometry, computed with ωB97M-V with the def2-TZVPD basis set.

2S+1   1
Relative energy (zero: lowest compared OMol25 entry of this formula, charge and spin)   0.000 eV

Geometry as XYZ:
```
89
C28H42N12O7 (ωB97M-V with the def2-TZVPD basis set)
O 4.17 -0.68 0.94
C 4.48 -0.66 -0.17
N 4.98 -0.53 -1.30
O 4.17 0.32 -2.13
C 4.81 1.53 -2.38
O 4.68 2.03 -3.45
O 5.56 1.99 -1.36
C 4.92 3.00 -0.53
O 3.69 3.38 -1.00
C 2.57 2.81 -0.30
O 1.71 2.32 -1.27
C 0.29 2.44 -1.00
C -0.34 1.06 -1.19
O -1.18 0.77 -0.07
H 5.59 3.87 -0.56
H 4.90 2.65 0.50
H 2.14 3.58 0.34
H 2.92 1.95 0.29
H -0.12 3.09 -1.78
H 0.06 2.82 -0.01
H 0.48 0.34 -1.23
H -0.91 0.99 -2.12
H -1.97 0.34 -0.42
C 1.45 5.54 3.37
C 0.88 4.89 2.20
N 0.42 4.39 1.27
H 2.29 6.16 3.07
H 0.69 6.17 3.84
H 1.79 4.79 4.09
C -0.13 -2.53 1.53
C -1.33 -2.14 0.81
N -2.28 -1.82 0.25
H -0.05 -3.61 1.57
H 0.75 -2.13 1.03
H -0.17 -2.13 2.54
C -3.24 -0.90 -4.01
C -3.62 0.17 -3.08
N -3.91 1.00 -2.34
H -2.46 -0.55 -4.68
H -2.88 -1.75 -3.45
H -4.10 -1.20 -4.59
C -2.68 -1.22 5.15
C -1.62 -2.21 5.03
N -0.77 -2.98 4.92
H -2.30 -0.33 5.64
H -3.05 -0.96 4.16
H -3.50 -1.63 5.74
C 3.03 -4.87 4.67
C 2.33 -4.75 3.40
N 1.77 -4.66 2.40
H 3.58 -5.81 4.70
H 3.73 -4.04 4.79
H 2.31 -4.85 5.49
C 4.24 -2.57 -4.21
C 3.33 -3.38 -5.00
N 2.61 -4.03 -5.62
H 4.26 -2.93 -3.18
H 5.25 -2.65 -4.62
H 3.93 -1.53 -4.22
C -0.90 -3.56 -6.44
C -1.30 -2.21 -6.85
N -1.63 -1.16 -7.16
H -1.22 -3.73 -5.41
H -1.37 -4.29 -7.09
H 0.18 -3.67 -6.50
C -0.76 7.83 -0.80
C -0.88 7.58 0.63
N -0.98 7.37 1.75
H -0.39 6.93 -1.30
H -1.74 8.08 -1.21
H -0.08 8.65 -0.98
C -4.30 7.57 2.64
C -5.42 8.20 1.94
N -6.30 8.70 1.39
H -3.36 7.88 2.20
H -4.32 7.87 3.69
H -4.39 6.49 2.57
C -1.30 -6.17 5.67
C -1.03 -6.86 6.93
N -0.82 -7.39 7.92
H -1.45 -5.11 5.85
H -0.45 -6.29 5.00
H -2.18 -6.59 5.20
C -3.49 -6.20 -3.55
C -3.91 -4.85 -3.94
N -4.24 -3.80 -4.24
H -3.79 -6.39 -2.52
H -3.95 -6.93 -4.21
H -2.40 -6.28 -3.63
```



How do the records compare in lowest unoccupied orbital energy? In the order shown, they have -4.37, -6.28, -0.11 eV.
How do the records compare in E_tot? In the order shown, they have -86849.794, -105130.455, -61923.428 eV.
How do the records compare in frontier orbital gap? In the order shown, they have 8.078, 6.658, 9.273 eV.